{
  "formula": "C5H17N2O",
  "method": "ωB97M-V/def2-TZVPD",
  "lumo_energy_ev": -2.85,
  "e_homo_ev": -13.5,
  "charge": 1,
  "mol_weight_g_mol": 121.20,
  "gap_ev": 10.667,
  "elements": ["N", "C", "C", "C", "N", "C", "C", "H", "H", "H", "H", "H", "H", "H", "H", "H", "H", "H", "H", "H", "H", "H", "H", "H", "O"],
  "coordinates": [[-0.73828, -1.11096, 0.58316], [0.71752, -1.17770, 1.00393], [1.46647, -2.14896, 0.10692], [1.21209, 0.28938, 0.98654], [0.10665, 1.24502, 1.17069], [0.15315, 2.36129, 0.19806], [-0.54953, 1.91296, -1.07798], [-1.29716, -1.94236, 0.78424], [-1.05596, -0.22734, 1.03018], [-0.69725, -1.00890, -0.44236], [0.77802, -1.49562, 2.04654], [2.51089, -2.26619, 0.37795], [1.42512, -1.77196, -0.92379], [0.95638, -3.11135, 0.06122], [1.88483, 0.39260, 1.83912], [1.71354, 0.50596, 0.04128], [0.17842, 1.58325, 2.11214], [-0.32493, 3.25271, 0.60005], [1.17667, 2.69169, -0.01459], [-1.48464, 1.39074, -0.88563], [0.08838, 1.26006, -1.68517], [-0.79328, 2.75571, -1.71770], [-1.43450, -1.10309, -3.09598], [-2.56744, -1.49102, -2.13513], [-1.76900, -0.98978, -2.19601]],
  "atomic_forces_ev_per_a": [[1.06, -0.61, -0.22], [0.00, -0.10, 0.46], [-0.58, 0.44, -0.67], [-0.19, 0.00, 0.04], [0.48, 0.04, 0.04], [-0.41, -0.11, -0.27], [0.30, 0.16, -0.37], [0.19, 0.21, 0.22], [-0.30, 0.23, -0.37], [-0.75, 0.25, 0.00], [-0.45, -0.25, -0.10], [-0.02, -0.05, 0.17], [0.20, 0.06, 0.09], [0.24, -0.16, 0.32], [0.43, -0.03, -0.42], [0.16, -0.06, 0.14], [-0.14, 0.42, 0.30], [-0.30, -0.24, 0.27], [0.04, -0.26, 0.04], [-0.01, 0.03, 0.18], [-0.06, -0.06, 0.13], [0.06, 0.18, -0.05], [-0.18, 0.00, 0.16], [-0.89, -0.52, -0.18], [1.11, 0.42, 0.09]]
}

{
  "formula": "CCl3F",
  "method": "ωB97M-V/def2-TZVPD",
  "lumo_energy_ev": 0.46,
  "e_homo_ev": -11.5,
  "smiles": "FC(Cl)(Cl)Cl",
  "mol_weight_g_mol": 137.37,
  "gap_ev": 11.947,
  "elements": ["C", "F", "Cl", "Cl", "Cl"],
  "coordinates": [[-0.01875, -0.00119, 0.04015], [-1.14872, -0.46956, 0.61790], [0.29612, 1.64337, 0.60047], [1.28951, -1.06578, 0.42205], [-0.41816, -0.10683, -1.68057]],
  "atomic_forces_ev_per_a": [[-1.07, -0.19, -0.43], [0.25, 0.26, 0.72], [-0.11, -0.29, -0.22], [0.51, -0.24, 0.22], [0.43, 0.46, -0.30]]
}